[1]
73
Properties=species:S:1:pos:R:3:lowdin_charge:R:1 method="wB97M-V/def2-TZVPD" e_lumo_ha=0.0076 mol_weight_g_mol=666.5 multiplicity=1 homo_lumo_gap_ev=9.94
S -1.1834 -1.1299 -1.5069 0.6913
F 1.3964 0.5748 -5.5823 0.1746
F -0.3755 -0.0889 -4.5210 0.1051
F 5.1347 -4.2770 1.6498 0.1582
F 0.9001 5.5856 2.6533 0.1633
F 4.3612 -3.9891 3.6544 0.1549
F -0.5424 1.2568 -6.2098 0.1793
F 4.4856 -5.9774 2.8184 0.1667
F 1.9909 5.7592 4.5141 0.1648
F 3.0586 5.6871 2.6301 0.1638
O 3.2936 3.2870 3.7579 0.0365
O 0.9065 -1.9199 -6.3665 0.0349
O -2.6315 1.6888 3.8181 -0.1107
O 2.4387 -3.2774 1.9608 0.0299
O 1.1378 2.9337 3.2397 0.1655
O -4.3799 -1.7381 0.3362 0.2087
O -1.0703 -2.5532 -1.6384 -0.3420
O 2.1468 -5.4605 1.5119 0.1737
O -0.3425 -0.6743 -0.4272 -0.3407
O -2.6026 -0.8917 1.2320 -0.0360
O -0.8281 -1.1111 -7.5459 0.1785
O -2.8377 4.1246 1.0824 -0.1435
C 1.1431 -2.9656 1.4006 -0.1883
C -2.2169 0.5701 3.0709 -0.1746
C -3.3121 -0.1155 2.2460 -0.0911
C -2.9368 -0.7882 -1.2185 -0.1173
C 2.7957 -4.5543 1.9432 -0.4036
C 0.8846 -3.1411 -7.1317 -0.1913
C 3.4919 1.8717 3.9447 -0.1917
C 0.1239 0.1998 -5.7529 -0.5151
C -3.0906 3.2885 -0.0133 -0.2657
C 2.0037 5.1916 3.2956 -0.5302
C -2.1081 3.4398 2.1019 -0.1654
C 0.0455 -3.2309 2.4077 -0.0451
C 4.2076 -4.7049 2.5266 -0.5317
C 1.6071 -2.9679 -8.4506 -0.0589
C -3.1265 2.7781 3.0604 -0.1685
C -1.8446 3.1126 -0.9366 -0.0430
C 3.7143 1.1737 2.6195 -0.0538
C -0.0037 -1.0105 -6.6879 -0.4003
C 2.0698 3.6626 3.4099 -0.3938
C -3.3924 -1.1768 0.1750 -0.5705
H 2.6543 1.4393 4.4913 0.1253
H 2.8307 1.2445 1.9847 0.0756
H -2.0242 3.5216 -1.9302 0.0713
H -1.8860 -0.1703 3.8044 0.1326
H 3.9426 0.1197 2.7766 0.0818
H 2.6213 -2.6024 -8.2852 0.0843
H -0.9678 3.5474 -0.4620 0.0809
H 4.3756 1.7710 4.5719 0.1258
H -0.0070 -4.2902 2.6625 0.0793
H -3.9120 -0.8045 2.8386 0.1347
H -3.9787 0.5601 1.7102 0.1125
H -0.7658 -0.6222 -2.6939 0.0674
H 0.9843 -3.5188 0.4761 0.1248
H -3.1587 0.2549 -1.4581 0.1029
H -1.3873 2.7534 1.6502 0.1086
H 4.5394 1.6377 2.0774 0.0843
H -3.4838 2.3010 0.2646 0.0946
H 1.3921 -3.8872 -6.5236 0.1270
H -3.4853 -1.4175 -1.9178 0.1166
H -0.9195 -2.9220 2.0069 0.0712
H 1.1584 -1.9090 1.1468 0.1048
H 1.1005 -2.2393 -9.0837 0.0783
H 0.2372 -2.6861 3.3343 0.0829
H -1.5449 4.1905 2.6536 0.1190
H -0.1403 -3.4815 -7.2754 0.1267
H -3.8641 3.7849 -0.6043 0.1185
H -4.0610 2.5625 2.5286 0.1162
H -1.3328 0.7543 2.4515 0.1228
H -3.4005 3.5426 3.7897 0.1299
H -1.6846 2.0398 -1.0713 0.0384
H 1.6554 -3.9157 -8.9856 0.0842

***

[2]
12
Properties=species:S:1:pos:R:3:lowdin_charge:R:1 method="wB97M-V/def2-TZVPD" relative_energy_kj_mol=305.43 e_lumo_ha=-0.0211 mol_weight_g_mol=187.1 multiplicity=1 homo_lumo_gap_ev=8.60
Cl -0.0269 0.5569 2.0726 0.6155
Cl 2.0722 -1.5542 1.4411 0.5674
S -2.0663 -0.5606 -1.1361 0.6549
S -0.6626 2.2590 -1.3612 0.7501
C 0.8495 -1.3085 -1.5750 -0.1286
C -0.6762 0.7697 -0.9305 -1.1536
C 0.4596 -0.1468 -0.4402 -0.5480
C 0.8688 -0.3152 0.8234 -0.9895
H 0.1038 -2.3602 -1.6305 0.1294
H 1.9226 -1.3712 -0.9500 0.0537
H 0.9475 -0.7110 -2.7274 0.1431
H -3.0907 0.2279 -1.7339 -0.0944

***

[3]
18
Properties=species:S:1:pos:R:3:lowdin_charge:R:1 method="wB97M-V/def2-TZVPD" relative_energy_kj_mol=393.06 e_lumo_ha=0.1345 mol_weight_g_mol=120.1 multiplicity=1 total_charge=-1 homo_lumo_gap_ev=6.81
O 2.4386 1.0576 1.2468 0.0869
O -1.5294 -3.7249 -0.5701 -0.1024
O -0.2257 -1.6532 -1.3305 -0.2561
N -0.5947 0.2906 0.0479 -0.0175
C 1.3032 1.1320 1.4511 -0.2814
C -0.5050 2.5915 0.5248 -0.0824
C 0.3513 1.3660 0.2842 -0.4290
C -0.5378 -0.4363 -1.3560 -0.5408
H -2.1567 -3.0784 -0.7823 -0.0255
H 0.0672 3.2464 1.1491 0.0497
H -1.6175 -0.3939 -1.5127 0.0625
H -0.7385 -3.1967 -0.7144 -0.0286
H 0.0777 0.1986 -2.1154 0.1020
H 0.9044 1.1586 2.4374 0.1092
H -0.3873 -0.3698 0.8360 0.1029
H -1.4212 2.4363 1.1319 0.0834
H 0.9858 1.6280 -0.5319 0.1144
H -0.6900 2.9816 -0.4276 0.0528

***

Question: Which value of multiplicity does entry 1 give?
Answer: 1